Entry 1:
Molecular formula: C10H15N3O3S
Method: DFT, wB97M-V/def2-TZVPD

Properties
Orbital gap, eV: 7.143
Lowest unoccupied orbital energy, hartree: -0.0392
Energy relative to the best compared isomer or geometry (same formula, charge and spin), kJ/mol: 746.50

ORCA input file:
```
! wB97M-V def2-TZVPD RIJCOSX def2/J DEFGRID3
* xyz 0 1
C 3.6698 -0.8408 0.4567
C 3.3236 0.3882 -0.5571
O 1.9956 0.1591 -1.0926
C 1.0444 1.1616 -0.5845
C 0.7985 0.8974 0.9822
O -0.3771 1.5420 1.5332
C -1.5837 1.0729 0.9411
C -1.7885 -0.4233 0.6175
C -3.1309 -0.9192 -0.0339
N -3.2264 -2.3789 -0.3557
C -4.3214 0.0224 -0.3568
C -4.1333 1.5525 -0.0277
N -5.1436 2.5484 -0.3111
S -4.3587 3.9669 0.2656
N -2.8156 3.5235 0.8818
C -2.7793 2.0759 0.6311
H 3.5975 -0.4923 1.5448
H 4.7004 -1.2992 0.2366
H 2.8717 -1.6424 0.2465
H 4.1470 0.3563 -1.3732
H 3.4511 1.3822 -0.0043
H 1.5270 2.1894 -0.8014
H 0.1043 1.0529 -1.2357
H 1.7054 1.3625 1.5345
H 0.8644 -0.2289 1.1638
H -0.9714 -1.1975 0.8265
H -2.3532 -2.7987 0.0328
H -3.0554 -2.4117 -1.3861
H -5.2935 -0.3750 -0.8333
O 3.6078 -3.4645 -0.6657
H 3.3734 -3.1204 -1.5373
H 4.5502 -3.6614 -0.7382
*
```

***

Entry 2:
Molecular formula: C6H9BrNO2
Method: DFT, wB97M-V/def2-TZVPD

Properties
Orbital gap, eV: 7.406
Lowest unoccupied orbital energy, hartree: 0.1132
SMILES: C[C@H]1C[C@@]1(CBr)NC(=O)[O-]
Energy relative to the best compared isomer or geometry (same formula, charge and spin), kJ/mol: 112.23

ORCA input file:
```
! wB97M-V def2-TZVPD RIJCOSX def2/J DEFGRID3
* xyz -1 1
C 1.0756 -1.4495 -1.5181
C 0.2733 -1.2327 -0.2164
C 0.9195 -0.6573 0.9872
C -0.1868 0.1361 0.2901
C -1.6091 0.0010 0.8580
Br -2.8343 -1.3710 0.1488
N 0.1282 1.3889 -0.4260
C -0.2525 2.7374 0.0456
O 0.4309 3.6156 -0.4673
O -1.2293 2.7419 0.8124
H 1.8445 -0.6945 -1.6158
H 0.3761 -1.6639 -2.3177
H 1.6560 -2.3803 -1.0916
H -0.4440 -1.9096 0.0986
H 0.5540 -1.1522 1.8492
H 1.9272 -0.2908 0.8555
H -2.1338 0.9735 0.6273
H -1.5279 -0.2151 1.9908
H 1.0322 1.4224 -0.9105
*
```

***

Entry 3:
Molecular formula: CH5FN2P
Method: DFT, wB97M-V/def2-TZVPD

Properties
Orbital gap (alpha / beta), eV: 8.037 / 6.962
Lowest unoccupied orbital energy (alpha / beta), hartree: -0.2326 / -0.2466
Energy relative to the best compared isomer or geometry (same formula, charge and spin), kJ/mol: 251.03

ORCA input file:
```
! wB97M-V def2-TZVPD RIJCOSX def2/J DEFGRID3
* xyz 1 1
C 0.0142 -0.4493 -0.1520
N 1.2584 -0.6905 0.1309
N -0.8153 -1.3401 -0.6071
F -0.3853 3.0569 1.4925
P -1.1791 2.3261 0.3213
H 1.5684 -1.6121 0.3379
H 1.9545 0.0124 0.3678
H -0.5350 -2.3326 -0.6629
H -1.8335 -1.2832 -0.5687
H -0.0473 2.3123 -0.6596
*
```

***

Entry 4:
Molecular formula: C11H12N
Method: DFT, wB97M-V/def2-TZVPD

Properties
Orbital gap, eV: 7.091
Lowest unoccupied orbital energy, hartree: -0.2162
Energy relative to the best compared isomer or geometry (same formula, charge and spin), kJ/mol: 403.27

ORCA input file:
```
! wB97M-V def2-TZVPD RIJCOSX def2/J DEFGRID3
* xyz 1 1
C 2.9427 0.8303 -0.6294
C 3.1953 -0.4846 -0.1068
C 1.7326 1.4430 -0.3849
C 2.1828 -1.2126 0.4576
C 0.6529 0.6735 0.2731
C 0.8467 -0.7524 0.5466
C -0.5422 1.2594 0.4684
C -2.8332 1.9653 -0.2080
C -1.5813 2.0185 0.6067
C -0.3944 -1.5245 1.0021
C -1.5871 -2.3732 -0.8246
N -1.3940 -1.4599 -0.0285
H 3.8844 1.1781 -1.1044
H 4.2433 -0.7895 -0.1302
H 1.5963 2.4376 -0.9212
H 2.4211 -2.2932 0.6880
H -3.2572 0.9568 -0.1779
H -3.6790 2.6442 -0.2124
H -1.5565 2.5716 1.5229
H -0.2920 -2.6660 1.1524
H -0.7151 -1.0723 1.8423
H -2.3747 -2.4124 -1.5222
H -0.7742 -3.0356 -1.0952
H -2.7174 2.0982 -1.2143
*
```

***

Entry 5:
Molecular formula: C67H60Cl4GeO5PS3Sb2TeTi
Method: DFT, wB97M-V/def2-TZVPD

Properties
Orbital gap (alpha / beta), eV: 4.133 / 3.844
Lowest unoccupied orbital energy (alpha / beta), hartree: 0.1192 / 0.1191

ORCA input file:
```
! wB97M-V def2-TZVPD RIJCOSX def2/J DEFGRID3
* xyz -2 2
Ti -0.9607 0.7299 -0.9514
C 3.0138 0.1283 2.6156
C 1.9701 -0.4861 3.5565
C 0.5993 -0.6879 2.9229
Sb -0.5976 1.2858 3.0224
C -0.6001 1.2379 5.2254
C -0.5798 2.4233 5.9814
C -0.5502 2.4091 7.3719
C -0.5315 1.2027 8.0652
C -0.5515 0.0140 7.3466
C -0.5922 0.0356 5.9534
C -1.9602 3.2294 3.1428
C -1.3252 4.4634 3.0923
C -2.0624 5.6458 3.1165
C -3.4507 5.5990 3.1841
C -4.0967 4.3685 3.2234
C -3.3523 3.1884 3.1986
Sb 2.5257 2.0946 1.7998
C 3.5480 2.9731 3.4935
C 4.8955 3.3427 3.5067
C 5.4883 3.8316 4.6683
C 4.7433 3.9677 5.8336
C 3.3967 3.6253 5.8300
C 2.8052 3.1357 4.6702
C 4.3372 2.0933 0.4915
C 4.3545 2.9632 -0.6027
C 5.4195 2.9764 -1.4999
C 6.5006 2.1200 -1.3203
C 6.5125 1.2553 -0.2303
C 5.4404 1.2462 0.6610
H 3.1987 -0.5510 1.7730
H 3.9552 0.2676 3.1509
H 1.8789 0.1369 4.4542
H 2.3557 -1.4602 3.8914
H 0.0416 -1.4914 3.4110
H 0.6763 -0.9189 1.8578
H -0.5957 3.3785 5.4665
H -0.5288 3.3459 7.9199
H -0.5014 1.1898 9.1492
H -0.5287 -0.9357 7.8724
H -0.6239 -0.9080 5.4176
H -0.2385 4.5120 3.0433
H -1.5499 6.6016 3.0792
H -4.0260 6.5179 3.1997
H -5.1804 4.3261 3.2731
H -3.8640 2.2315 3.2204
H 5.4902 3.2480 2.6044
H 6.5379 4.1058 4.6626
H 5.2093 4.3459 6.7366
H 2.7998 3.7364 6.7283
H 1.7554 2.8633 4.6800
H 3.5199 3.6387 -0.7600
H 5.4011 3.6555 -2.3463
H 7.3279 2.1255 -2.0213
H 7.3550 0.5889 -0.0736
H 5.4691 0.5604 1.5022
C 1.7386 -2.5325 -7.6640
C 1.6675 -3.3151 -6.5199
C 0.8092 -2.9567 -5.4896
C 0.0138 -1.8111 -5.5735
C 0.0647 -1.0580 -6.7422
C 0.9224 -1.4144 -7.7789
P -0.9171 -1.3857 -4.0236
C -1.8791 0.0458 -4.6470
C -1.5862 1.3734 -4.3523
C -2.4044 2.4030 -4.8118
C -3.5180 2.1106 -5.5814
C -3.8040 0.7867 -5.9089
C -2.9952 -0.2360 -5.4395
C 0.4919 -0.5254 -3.1261
C 1.4865 0.1129 -3.8545
C 2.7122 0.4383 -3.2819
C 2.9663 0.1446 -1.9628
C 1.9630 -0.4203 -1.1957
C 0.7115 -0.7401 -1.7293
H 2.4274 -2.7899 -8.4593
H 2.2908 -4.1962 -6.4235
H 0.7572 -3.5663 -4.5919
H -0.5571 -0.1764 -6.8458
H 0.9669 -0.8002 -8.6702
H -0.7095 1.6371 -3.7720
H -2.1692 3.4244 -4.5378
H -4.1656 2.9082 -5.9254
H -4.6720 0.5514 -6.5136
H -3.2225 -1.2676 -5.6884
H 1.3199 0.3299 -4.9016
H 3.4753 0.9219 -3.8803
H 3.9374 0.3515 -1.5279
H 2.1506 -0.6617 -0.1534
Cl -1.2737 5.4749 -1.5033
Ge -0.0361 4.0438 -0.1232
Cl 0.7929 2.6233 -1.9416
Cl 1.7826 5.5083 0.0637
O -2.3237 -0.6425 -1.5131
C -3.5441 -1.2899 -1.3250
C -3.7115 -1.8805 0.0942
C -3.2762 -1.3859 1.2894
C -3.7725 -2.1008 2.4126
C -4.5881 -3.1315 2.0563
S -4.7448 -3.2463 0.3629
C -3.7370 -2.4283 -2.3605
C -4.6034 -2.4226 -3.4163
C -4.6121 -3.6368 -4.1599
C -3.7560 -4.5603 -3.6401
S -2.9341 -3.9569 -2.2797
C -4.6823 -0.3079 -1.5909
C -4.6531 0.7004 -2.4977
C -5.8982 1.3831 -2.6150
C -6.8473 0.8658 -1.7906
S -6.2375 -0.4378 -0.8642
H -2.6369 -0.5214 1.3934
H -3.5199 -1.8459 3.4338
H -5.0989 -3.8386 2.6926
H -5.2146 -1.5665 -3.6621
H -5.2354 -3.8077 -5.0275
H -3.5562 -5.5617 -3.9917
H -3.7657 0.9636 -3.0553
H -6.0551 2.2326 -3.2661
H -7.8701 1.1848 -1.6591
C 3.3989 -6.9315 1.6856
C 2.6034 -5.7812 1.1247
C 3.0616 -5.0424 0.0495
C 2.3137 -4.0052 -0.5092
C 2.8872 -3.3082 -1.7184
C 1.0723 -3.6795 0.0490
Te -0.3919 -2.2912 -0.6769
C 0.5865 -4.4227 1.1408
C -0.7633 -4.1417 1.7648
C 1.3593 -5.4569 1.6547
H 4.4100 -6.9502 1.2772
H 2.9221 -7.8856 1.4467
H 3.4677 -6.8657 2.7731
H 4.0242 -5.2858 -0.3921
H 3.4729 -4.0070 -2.3193
H 3.5448 -2.4881 -1.4285
H 2.1009 -2.8915 -2.3454
H -1.5816 -4.2984 1.0521
H -0.8285 -3.1044 2.1008
H -0.9379 -4.7957 2.6192
H 0.9687 -6.0333 2.4887
O -4.1896 2.9309 -0.3618
Cl -2.8342 2.5629 -0.0924
O -2.7764 1.1875 0.4904
O -2.0993 2.2535 -1.4648
O -0.1304 1.1110 0.3879
*
```

***

Entry 6:
Molecular formula: C7H15NO2
Method: DFT, wB97M-V/def2-TZVPD

Properties
Orbital gap, eV: 9.057
Lowest unoccupied orbital energy, hartree: -0.0002
SMILES: CC(C)[C@H](O)C[C@@H](C)N=O
Energy relative to the best compared isomer or geometry (same formula, charge and spin), kJ/mol: 316.73

ORCA input file:
```
! wB97M-V def2-TZVPD RIJCOSX def2/J DEFGRID3
* xyz 0 1
C -1.9656 0.9250 0.3113
C -1.0593 0.3412 -0.7716
C -1.8571 -0.0149 -2.0219
C -0.3446 -1.0124 -0.2475
O -1.2623 -2.0003 0.1293
C 0.6810 -0.7701 0.8724
C 1.5298 0.4826 0.6432
C 2.8695 0.4044 1.3804
N 1.8517 0.7452 -0.7616
O 2.1066 -0.2174 -1.4613
H -2.7772 0.2411 0.5487
H -2.3962 1.8647 -0.0346
H -1.4009 1.1314 1.2258
H -0.3396 1.1154 -1.0500
H -2.5298 -0.8428 -1.8111
H -2.4473 0.8384 -2.3553
H -1.1829 -0.3098 -2.8236
H 0.1649 -1.4217 -1.1259
H -1.7269 -1.7032 0.9224
H 1.3192 -1.6554 0.9343
H 0.1624 -0.6672 1.8331
H 1.0077 1.3773 0.9790
H 2.6975 0.3017 2.4464
H 3.4493 -0.4610 1.0345
H 3.4501 1.3076 1.2034
*
```